Computed, not measured: a molecular structure, C26H38F4IrN2P, with wB97M-V/def2-TZVPD.

XYZ file:
```
72
C26H38F4IrN2P (wB97M-V/def2-TZVPD)
Ir 0.747 -0.533 0.027
C 0.062 -2.830 2.634
C 1.304 -3.119 1.809
N 2.015 -1.919 1.248
C 2.682 -1.147 2.350
C 3.293 0.189 1.937
C 3.031 -2.361 0.264
C 2.404 -2.923 -0.990
N 1.355 -2.020 -1.500
C 0.830 -2.236 -2.714
C -0.175 -1.351 -3.206
F -0.573 -0.360 -2.427
C -0.746 -1.484 -4.433
F -1.663 -0.614 -4.814
C -0.367 -2.526 -5.272
C 0.582 -3.432 -4.825
F 0.940 -4.449 -5.587
C 1.160 -3.318 -3.590
F 2.012 -4.255 -3.225
H -0.482 -3.763 2.795
H -0.609 -2.147 2.112
H 0.288 -2.413 3.616
H 1.025 -3.752 0.971
H 2.037 -3.672 2.403
H 3.456 -1.792 2.777
H 1.934 -0.988 3.123
H 4.248 0.086 1.421
H 3.464 0.804 2.820
H 2.625 0.765 1.287
H 3.673 -3.127 0.709
H 3.659 -1.509 0.012
H 1.975 -3.906 -0.810
H 3.190 -3.067 -1.723
H -0.814 -2.639 -6.253
C -1.181 0.322 2.853
C -0.962 1.704 2.227
C -2.232 2.539 2.412
C 0.254 2.355 2.903
P -0.607 1.418 0.415
C -2.168 0.885 -0.342
C -2.418 -0.491 -0.432
C -3.599 -0.979 -0.973
C -4.552 -0.083 -1.438
C -4.322 1.285 -1.356
C -3.140 1.768 -0.810
C 0.118 2.939 -0.410
C 1.619 2.986 -0.056
C -0.003 2.817 -1.937
C -0.545 4.245 0.046
H -1.500 0.457 3.892
H -0.251 -0.258 2.868
H -1.959 -0.253 2.343
H -2.351 2.714 3.487
H -3.119 2.009 2.066
H -2.192 3.512 1.927
H 0.112 2.310 3.986
H 0.379 3.402 2.638
H 1.185 1.824 2.675
H -1.694 -1.206 -0.049
H -3.781 -2.047 -1.027
H -5.479 -0.453 -1.861
H -5.071 1.981 -1.713
H -2.985 2.839 -0.753
H 2.123 2.044 -0.282
H 1.799 3.238 0.991
H 2.096 3.754 -0.670
H 0.704 2.091 -2.337
H 0.250 3.790 -2.370
H -1.006 2.553 -2.276
H -0.498 4.405 1.120
H -1.584 4.327 -0.278
H 0.002 5.066 -0.426
```

Values from the calculation:
- total charge = +2
- Kohn-Sham gap (alpha / beta) (eV) = 9.69 / 6.51
- HOMO energy (alpha / beta) (eV) = -14.742 / -14.975
- multiplicity = 5
- expectation value of S² = 6.047
- lowest unoccupied orbital energy (alpha / beta) (Ha) = -0.186 / -0.311
- electronic energy (eV) = -53539.0263

Computed, not measured: 2 unconnected molecules or ions with the total composition BrCl3Si at a distorted geometry, with wB97M-V/def2-TZVPD.

XYZ file:
```
5
BrCl3Si (wB97M-V/def2-TZVPD)
Si 0.435 0.002 -0.058
Cl 0.745 -0.952 -1.707
Cl -3.078 -0.285 0.336
Cl 0.982 -0.839 1.617
Br 0.916 2.073 -0.189
```

Values from the calculation:
- total charge = 0
- Kohn-Sham gap (alpha / beta) (eV) = 6.39 / 6.34
- HOMO energy (alpha / beta) (eV) = -9.023 / -9.010
- lowest unoccupied orbital energy (alpha / beta) (Ha) = -0.097 / -0.098
- energy relative to the best compared isomer or geometry (same formula, charge and spin) (kcal/mol) = 94.41
- electronic energy (eV) = -115489.0242

Computed, not measured: C4H7Cl2F in the gas phase at a distorted geometry, with wB97M-V/def2-TZVPD.

XYZ file:
```
14
C4H7Cl2F (wB97M-V/def2-TZVPD)
C -0.979 -0.173 0.968
C -0.250 0.401 -0.226
Cl -1.109 1.704 -0.953
C -0.188 -0.726 -1.136
F -1.369 -0.868 -1.515
C 1.240 0.603 0.323
Cl 2.605 0.417 -0.886
H -0.858 0.462 1.903
H -0.606 -1.296 1.343
H -2.009 0.172 0.789
H 0.581 -0.404 -1.931
H 0.031 -1.666 -0.464
H 1.457 1.685 0.817
H 1.454 -0.312 0.968
```

Values from the calculation:
- SMILES = C[C@](Cl)(CF)CCl
- total charge = 0
- Kohn-Sham gap (eV) = 11.25
- HOMO energy (eV) = -10.535
- lowest unoccupied orbital energy (Ha) = 0.026
- energy relative to the best compared isomer or geometry (same formula, charge and spin) (kcal/mol) = 63.26
- electronic energy (eV) = -32021.4822

Computed, not measured: 2 unconnected molecules or ions with the total composition C4H3O4 at a distorted geometry, with wB97M-V/def2-TZVPD.

XYZ file:
```
11
C4H3O4 (wB97M-V/def2-TZVPD)
C -0.022 -0.054 1.709
C 3.109 1.978 1.299
C 2.365 -0.804 1.204
C -0.022 0.301 0.187
O 2.223 2.211 2.012
O 2.913 -1.876 1.284
O 1.115 -0.589 2.083
O 2.709 0.198 0.617
H 0.116 -0.603 -0.438
H 0.885 0.946 0.032
H -0.864 0.901 -0.102
```

Values from the calculation:
- total charge = -1
- Kohn-Sham gap (eV) = 8.15
- HOMO energy (eV) = -3.879
- lowest unoccupied orbital energy (Ha) = 0.157
- energy relative to the best compared isomer or geometry (same formula, charge and spin) (kcal/mol) = 63.65
- electronic energy (eV) = -12385.0152